Formula: C3H4O2S
Source: the OMol25 dataset
Level of theory: the ωB97M-V functional and the def2-TZVPD basis

* energy: -18105.3996 eV
* largest force on an atom: 0.9 eV/A
* frontier orbital gap: 5.4847 eV
* net charge: -2
* SMILES: O=C([O-])CC[S-]
* HOMO energy: 0.802 eV

Atoms and positions in Å:
O (0.254577, 0.094620, 2.270973)
C (1.039736, -0.270832, 1.361405)
O (2.232357, -0.651734, 1.503565)
C (0.499556, -0.237693, -0.103962)
C (-0.821048, 0.458104, -0.360755)
S (-1.524774, 0.151751, -2.054250)
H (1.279204, 0.181218, -0.747510)
H (0.471216, -1.284239, -0.439748)
H (-0.657510, 1.539520, -0.376861)
H (-1.463066, 0.354579, 0.518748)

Force components x, y, z for each atom (eV/Å):
O 0.047 -0.094 0.123
C -0.162 0.429 -0.182
O 0.012 -0.108 -0.037
C 0.518 -0.480 0.092
C 0.094 0.856 -0.332
S -0.235 -0.245 0.374
H 0.022 0.143 0.083
H -0.286 0.039 0.099
H 0.312 0.075 0.171
H -0.320 -0.615 -0.391

Population analysis type Löwdin, resulting atomic charges in e: number 1, O, carries -0.12; number 2, C, carries -0.76; number 3, O, carries -0.15; number 4, C, carries -0.27; number 5, C, carries -0.79; number 6, S, carries -0.10; number 7, H, carries 0.08; number 8, H, carries 0.08; number 9, H, carries 0.01; number 10, H, carries 0.03

Formula: C4H12N2
Source: the OMol25 dataset
Level of theory: the ωB97M-V functional and the def2-TZVPD basis

* energy: -7321.2415 eV
* largest force on an atom: 0.9 eV/A
* frontier orbital gap: 9.8067 eV
* net charge: 0
* SMILES: C=NC.CNC
* HOMO energy: -8.710 eV

Atoms and positions in Å:
C (2.199244, -1.883742, 0.799395)
N (0.970866, -1.093350, 0.685530)
C (0.280389, -1.264139, -0.600111)
H (2.505452, -2.303382, -0.162542)
H (3.025323, -1.279714, 1.180557)
H (2.066123, -2.712596, 1.492845)
H (1.229526, -0.115342, 0.733731)
H (-0.748172, -0.923670, -0.495502)
H (0.364494, -2.277158, -0.972924)
H (0.731998, -0.633362, -1.380157)
C (-1.214480, 2.144805, -1.057011)
C (-1.980227, 1.437265, 1.013777)
N (-1.102699, 2.095970, 0.400174)
H (-1.107451, 3.189751, -1.330331)
H (-2.141906, 1.711877, -1.431586)
H (-0.354354, 1.620638, -1.479145)
H (-1.935001, 1.382717, 2.096477)
H (-2.789125, 0.903433, 0.506825)

Force components x, y, z for each atom (eV/Å):
C -0.008 -0.005 -0.001
N 0.167 0.084 -0.324
C 0.458 0.794 0.072
H 0.122 0.028 -0.052
H -0.064 0.004 -0.024
H -0.063 -0.117 0.029
H -0.174 -0.043 0.236
H -0.170 -0.357 -0.085
H -0.342 -0.308 0.230
H 0.034 -0.061 -0.069
C 0.525 0.095 0.646
C 0.085 -0.004 0.138
N -0.048 -0.120 -0.347
H -0.188 0.089 -0.298
H -0.121 0.003 -0.128
H -0.086 -0.022 -0.060
H -0.021 -0.062 0.063
H -0.108 0.001 -0.025

Population analysis type Löwdin, resulting atomic charges in e: number 1, C, carries -0.15; number 2, N, carries -0.18; number 3, C, carries -0.15; number 4, H, carries 0.07; number 5, H, carries 0.07; number 6, H, carries 0.06; number 7, H, carries 0.08; number 8, H, carries 0.05; number 9, H, carries 0.07; number 10, H, carries 0.07; number 11, C, carries -0.15; number 12, C, carries -0.09; number 13, N, carries -0.09; number 14, H, carries 0.07; number 15, H, carries 0.07; number 16, H, carries 0.06; number 17, H, carries 0.06; number 18, H, carries 0.07

Q: HOMO energy of number 2 (C4H12N2)?
A: -8.710 eV